DFT (ωB97M-V/def2-TZVPD) results for C18H66CdN2O17 as an isolated structure in a non-equilibrium geometry.

As for the multiplicity: 2. Its total charge is -1. The expectation value of S² is 0.751. Its gap between HOMO and LUMO (spin up / spin down) is 4.4 / 4.3 eV. The total energy comes out at -62083.2256 eV.

Atoms and positions in Å:
1 Cd 3.7937 -3.4634 -12.7553
2 C -1.2604 -4.6866 -18.7378
3 C -1.6734 -4.9555 -17.3136
4 C -2.8943 -5.8572 -17.4080
5 C -3.2191 -6.6296 -16.0631
6 C -1.9711 -7.4189 -15.5913
7 C -0.7347 -6.4257 -15.3365
8 N -0.4480 -5.5251 -16.5264
9 O 0.6741 -4.5792 -16.3800
10 C 0.5012 -7.3666 -15.1114
11 C -0.9498 -5.5900 -13.9452
12 C -2.1621 -3.6241 -16.7618
13 H -0.4702 -3.9360 -18.7209
14 H -2.0714 -4.2512 -19.3216
15 H -0.8424 -5.6426 -19.0532
16 H -2.7488 -6.4550 -18.3078
17 H -3.7866 -5.3139 -17.7189
18 H -4.0463 -7.3249 -16.2057
19 H -3.4928 -5.9536 -15.2530
20 H -1.8790 -8.3099 -16.2124
21 H -2.1573 -7.7623 -14.5737
22 H 1.4170 -6.8406 -15.3812
23 H 0.4044 -8.3311 -15.6097
24 H 0.3908 -7.6825 -14.0740
25 H 0.0003 -5.2450 -13.5374
26 H -1.4748 -6.3161 -13.3244
27 H -1.7078 -4.8161 -14.0666
28 H -2.7076 -3.7504 -15.8266
29 H -2.9185 -3.1310 -17.3724
30 H -1.3226 -2.9478 -16.6007
31 C 5.4870 -6.7682 -14.7392
32 C 5.0137 -7.5423 -13.5112
33 C 5.6338 -9.0010 -13.5794
34 C 5.5738 -9.7860 -12.3031
35 C 6.0809 -9.0809 -11.0341
36 C 5.4239 -7.5325 -10.9634
37 N 5.4854 -6.7944 -12.2000
38 O 4.7721 -5.5124 -12.1193
39 C 6.4333 -6.8837 -10.0577
40 C 4.0300 -7.6449 -10.2303
41 C 3.5078 -7.8174 -13.5416
42 H 5.9477 -7.4472 -15.4566
43 H 6.2319 -6.0493 -14.3981
44 H 4.6644 -6.2553 -15.2375
45 H 6.6817 -8.8503 -13.8389
46 H 5.3126 -9.5595 -14.4586
47 H 6.1816 -10.6890 -12.3595
48 H 4.5831 -10.1787 -12.0741
49 H 7.1697 -9.0290 -11.0276
50 H 5.8169 -9.5745 -10.0988
51 H 6.7980 -7.4706 -9.2147
52 H 6.1298 -5.9057 -9.6842
53 H 7.3629 -6.6263 -10.5653
54 H 3.4309 -8.5331 -10.4307
55 H 3.3914 -6.7643 -10.3005
56 H 4.2046 -7.7920 -9.1645
57 H 3.3435 -8.5650 -12.7655
58 H 3.1167 -8.2548 -14.4601
59 H 3.0256 -6.8556 -13.3666
60 O 7.2180 -14.1022 -11.9563
61 H 6.5361 -13.4603 -12.1540
62 H 7.6048 -14.3111 -12.8066
63 O 5.7017 -7.2917 -18.8298
64 H 5.9629 -7.5525 -19.7130
65 H 6.5165 -7.2954 -18.3276
66 O 9.0419 -7.2842 -12.8323
67 H 8.0934 -7.4123 -12.8191
68 H 9.2677 -7.2591 -13.7622
69 O 7.0960 -7.2939 -6.0900
70 H 6.5748 -7.3280 -5.2879
71 H 7.0618 -8.1855 -6.4365
72 O 8.7065 -11.2053 -10.5077
73 H 8.7912 -12.1494 -10.6413
74 H 9.1597 -11.0383 -9.6813
75 O 4.2618 -5.1450 -17.3178
76 H 3.3994 -5.4046 -16.9936
77 H 4.5859 -5.9168 -17.7821
78 O 2.5164 -4.0252 -11.1842
79 H 2.2379 -4.8669 -10.8232
80 H 2.4452 -3.4142 -10.4508
81 O 8.4000 -8.2536 -16.2027
82 H 7.4433 -8.2223 -16.2036
83 H 8.6653 -7.4996 -16.7294
84 O 5.1665 -3.4709 -14.3527
85 H 5.8168 -2.7791 -14.4743
86 H 5.4314 -4.1592 -14.9628
87 O 2.4165 -10.9685 -13.5990
88 H 2.9054 -10.1968 -13.8849
89 H 3.0272 -11.6963 -13.7153
90 O 8.7043 -4.6171 -9.2090
91 H 8.8790 -5.2170 -9.9341
92 H 7.9962 -4.0567 -9.5264
93 O 2.3117 -6.6453 -7.7021
94 H 2.4952 -7.2940 -8.3816
95 H 2.0682 -5.8551 -8.1843
96 O 7.3065 -4.4430 -11.9289
97 H 6.6059 -5.0776 -12.0797
98 H 8.1008 -4.8876 -12.2247
99 O 2.5042 -4.4892 -14.0603
100 H 2.3710 -5.4022 -14.3151
101 H 1.9834 -3.9867 -14.6868
102 O 4.8284 -5.1816 -6.8620
103 H 4.1057 -5.6868 -7.2345
104 H 5.5973 -5.7392 -6.9809

DFT (ωB97M-V/def2-TZVPD) results for C6H17N2 as an isolated structure in a non-equilibrium geometry.

For the energy above the lowest of the compared OMol25 structures with the same formula, charge and spin, the calculation gives 8.5644 eV. Its total charge is +1. Its gap between HOMO and LUMO is 5.7 eV. The total energy comes out at -9463.4699 eV.

Atoms and positions in Å:
1 C 1.4822 -0.4740 1.2614
2 N 1.7136 0.5276 0.2376
3 C 2.5891 0.4134 -0.9695
4 C 2.0920 1.4179 -2.0520
5 C -0.1679 -0.5826 1.4153
6 N -0.8250 -0.0640 0.2122
7 C -2.3708 -1.8219 1.5733
8 C -0.8536 -1.8834 1.6637
9 H 2.1251 -0.3022 2.1256
10 H 1.6578 -1.5476 0.9144
11 H 0.5567 0.6886 0.0112
12 H 2.5240 -0.6084 -1.4063
13 H 3.6514 0.6834 -0.7674
14 H 1.0794 1.0343 -2.4423
15 H 1.8125 2.3760 -1.4592
16 H 2.8898 1.6270 -2.8084
17 H -0.5447 0.0329 2.2695
18 H -4.6062 4.3407 -3.8323
19 H -1.4674 0.7262 0.3279
20 H -4.0006 3.9614 -4.2018
21 H -2.6229 -2.9200 1.6673
22 H -2.8869 -1.2134 2.3560
23 H -2.7465 -1.3597 0.6572
24 H -0.5847 -2.4746 0.7842
25 H -0.4965 -2.5775 2.4624

DFT (ωB97M-V/def2-TZVPD) results for a 3-piece molecular cluster, C12H23NO14S3 overall in a non-equilibrium geometry.

The structure (SMILES) is NCC[C@]1(CCCS(=O)(=O)O)COC(=O)O1.O=S1(=O)OCCO1.O=S1(=O)OCCO1. Its gap between HOMO and LUMO is 10.1 eV. The total energy comes out at -75474.9815 eV.

Atoms and positions in Å:
1 N 2.9282 0.5749 -2.0376
2 C 3.7038 -0.5952 -1.5536
3 C 4.2155 -1.4707 -2.7186
4 C 3.9497 -2.9773 -2.5621
5 C 2.5066 -3.4320 -2.2380
6 C 1.3613 -2.6482 -2.9229
7 C 0.5285 -1.7422 -2.0101
8 S -0.4325 -2.5815 -0.7692
9 O 0.3480 -3.4792 0.0213
10 O -1.0454 -1.5404 0.0114
11 O -1.5968 -3.3529 -1.5381
12 C 4.8769 -3.5080 -1.4752
13 O 5.1981 -4.8210 -1.9874
14 C 5.0606 -4.7893 -3.3216
15 O 5.3982 -5.6132 -4.1020
16 O 4.4765 -3.6060 -3.7337
17 H 2.2421 0.2289 -2.7039
18 H 3.5733 1.1085 -2.6162
19 H 3.0824 -1.1657 -0.8586
20 H 4.5282 -0.1836 -0.9711
21 H 5.2986 -1.3472 -2.7777
22 H 3.8016 -1.1533 -3.6784
23 H 2.4049 -3.4925 -1.1565
24 H 2.4410 -4.4610 -2.6035
25 H 0.7355 -3.3390 -3.4895
26 H 1.8180 -1.9983 -3.6759
27 H 1.0802 -0.9651 -1.4867
28 H -0.2001 -1.2218 -2.6430
29 H -1.8516 -2.7977 -2.2929
30 H 5.8465 -2.9985 -1.4238
31 H 4.5136 -3.4827 -0.4495
32 O 0.0526 3.7276 2.4918
33 S -0.9694 3.0134 3.1730
34 O -1.7214 3.6010 4.2164
35 O -0.3532 1.6154 3.6767
36 C -1.1064 0.5198 3.1405
37 C -1.6447 1.0356 1.8270
38 O -1.9824 2.4039 2.0916
39 H -1.9127 0.2834 3.8383
40 H -0.4704 -0.3521 3.0130
41 H -2.5191 0.4881 1.4889
42 H -0.8801 1.0138 1.0489
43 O -5.3912 2.6765 2.9381
44 S -5.0148 4.0261 3.1708
45 O -3.6608 4.4061 3.3230
46 O -5.8658 4.5721 4.4181
47 C -6.6226 5.7252 4.0379
48 C -6.9000 5.5307 2.5621
49 O -5.6960 4.9554 2.0467
50 H -6.0117 6.6123 4.2170
51 H -7.5332 5.7873 4.6281
52 H -7.1224 6.4627 2.0498
53 H -7.7160 4.8224 2.4003

DFT (ωB97M-V/def2-TZVPD) results for a 2-piece molecular cluster, C4H8O2 overall in a non-equilibrium geometry.

For the energy above the lowest of the compared OMol25 structures with the same formula, charge and spin, the calculation gives 4.8474 eV. Its gap between HOMO and LUMO is 9.5 eV. The total energy comes out at -8368.4343 eV.

Atoms and positions in Å:
1 C 0.6994 1.2926 -1.5080
2 C -0.3764 -0.2097 -0.5774
3 C -0.6199 -1.0571 0.5181
4 C -0.2838 -0.6938 1.8906
5 O -1.5531 -2.0935 0.4034
6 O -0.1467 0.6346 2.1594
7 H 1.0229 2.0025 -0.7261
8 H 1.5301 0.8460 -1.9945
9 H -0.7095 -0.7423 -1.4465
10 H -0.0529 1.6734 -2.1551
11 H 0.6534 -1.1920 2.1008
12 H -1.1607 -1.1433 2.5968
13 H -1.6303 -2.2051 -0.5421
14 H -0.5038 1.2237 1.5756